1.
The following is a quantum chemistry calculation of a molecular structure, C35H31BiClN4O3S, from the Open Molecules 2025 dataset.

Its net charge is -1. The calculated total energy is -2870.20387 hartree. The multiplicity is 1. The HOMO-LUMO gap comes out at 6.849 eV.

Each line ends with the Mulliken charge.
Atoms and positions in Å:
C1 1.15617 -0.87751 -4.86924  -0.896
N1 2.27431 1.66025 3.60294  -0.093
C2 -0.53615 3.48183 1.92000  0.055
Bi1 0.00477 1.18172 -0.53262  1.496
H1 2.58776 2.27305 4.33287  0.192
H2 4.77143 -5.78369 0.74344  0.376
C3 -3.62363 -2.27216 0.28118  -0.611
C4 3.83212 -5.53457 -1.16642  0.079
H3 -2.95056 -2.99487 -1.63230  0.427
H4 -1.42341 0.95702 -7.41681  0.352
C5 -2.81662 -2.25812 -0.84880  -0.943
O1 3.30173 -1.59014 -0.07381  -1.049
C6 -2.80104 1.19397 4.54933  -0.812
H5 -1.90013 1.81384 4.68350  0.236
C7 3.51470 -2.80543 -0.45049  0.103
C8 0.34169 -0.31933 -5.80210  -1.042
C9 1.93710 -1.04994 -2.43923  0.985
N2 -2.60334 0.12341 3.58823  -0.064
C10 -2.43256 -0.34922 1.15837  -0.175
H6 3.34880 -2.15346 -3.55214  0.508
C11 4.30182 -5.08693 0.05936  -0.571
C12 -1.38796 4.57516 2.21340  -0.509
H7 3.77705 0.10993 3.67727  0.447
C13 -3.42934 -1.32243 1.26717  -0.577
H8 0.97465 3.37267 4.97725  0.258
C14 -2.34037 0.67817 2.26411  0.418
H9 1.89093 -1.61669 -5.14747  0.403
H10 -3.20724 3.24372 -4.25542  0.427
H11 -0.57169 -0.17901 4.14411  0.184
H12 -1.20227 -1.31286 -1.85150  0.276
C15 0.33653 3.06002 2.94892  0.759
H13 2.74813 -0.33597 -2.26913  0.205
C16 3.11308 -3.28923 -1.73432  0.556
C17 -1.66217 1.94725 -3.61640  0.737
C18 1.22987 1.90623 2.77421  0.010
H14 1.93479 -1.24267 -0.57798  0.455
C19 -0.49338 4.80359 4.43850  -0.876
H15 -3.08982 1.45307 2.07609  0.509
N3 1.14100 0.93939 1.87730  0.757
C20 2.88848 0.48926 3.20451  -1.022
H16 -1.76597 -1.21624 4.96135  0.403
H17 -2.04614 6.04783 3.60580  0.396
C21 -0.69911 0.97898 -4.06296  -0.716
C22 -1.37134 5.21725 3.43014  -0.451
C23 -1.51322 -0.73996 4.01185  -0.850
H18 2.40327 -0.78343 1.49818  0.523
H19 -4.39812 -3.02251 0.39451  0.357
H20 -3.07880 2.62457 -6.64197  0.353
C24 3.24251 -4.64012 -2.04134  -0.780
N4 0.12856 0.39767 -3.13934  0.032
H21 2.89387 -5.00267 -3.00424  0.379
O2 -0.62429 2.94584 0.73366  -0.742
H22 -3.60751 1.85001 4.21561  0.305
C25 0.33440 3.73249 4.17814  -0.615
C26 -0.62197 0.63970 -5.42955  1.286
C27 1.02744 -0.48097 -3.51536  -0.053
C28 -2.40324 2.15344 -5.93763  -0.576
H23 0.41510 -0.61135 -6.84430  0.392
C29 -1.49353 1.23767 -6.37252  -0.911
H24 -1.36659 1.17463 2.23370  -0.422
C30 4.14131 -3.75739 0.40427  -0.592
S1 -1.84639 2.45567 -1.95300  -0.599
C31 -2.47938 2.50649 -4.57446  -0.563
H25 -3.07713 0.77664 5.52079  0.333
H26 -2.05697 4.88589 1.41981  0.450
C32 -1.61268 -0.33072 0.02559  0.190
H27 -1.33583 -1.52238 3.27366  0.264
H28 1.81769 -2.99470 -3.36251  0.562
H29 4.47906 -3.39583 1.36962  0.410
O3 1.19187 -1.11739 -1.23380  -0.314
C33 2.18106 0.05886 2.13427  -0.639
C34 -1.82503 -1.29740 -0.96768  -0.089
H30 -0.47965 5.28902 5.40527  0.371
H31 -4.04050 -1.32507 2.16272  0.398
Cl1 3.99225 -7.23123 -1.61690  -0.281
C35 2.55975 -2.39262 -2.82727  -1.182

Forces on atoms 1 to 6 (eV/Å):
C 0.0995 0.0615 0.0767
N 0.1766 0.0343 0.1583
C -0.1854 -0.0264 -0.2433
Bi -0.0655 -0.0150 0.0556
H -0.0117 -0.0173 -0.0088
H -0.0012 0.0296 -0.0024

---

2.
The following is a quantum chemistry calculation of a molecular structure, C35H31CaN6O4S, from the Open Molecules 2025 dataset.

Its net charge is -1. The calculated total energy is -3057.92265 hartree. The multiplicity is 1. The HOMO-LUMO gap comes out at 6.232 eV.

Each line ends with the Mulliken charge.
Atoms and positions in Å:
C1 -0.84127 2.15454 5.75421  -0.928
H1 -1.85326 -1.02844 -7.69498  0.447
H2 0.11546 2.96330 -2.65393  0.267
N1 -0.61582 0.06790 -5.40320  -0.655
C2 0.55328 1.99180 -2.46380  -0.351
C3 -2.79292 2.22334 -8.17336  -0.529
N2 -0.80198 2.26147 -5.05186  0.199
H3 -2.98201 -3.23413 1.42090  0.297
C4 -1.54823 1.26058 0.11211  -0.302
H4 1.22260 2.56412 -0.51081  0.417
O1 2.61417 -0.09642 6.10346  -0.503
C5 -0.29464 1.61354 4.57908  0.808
H5 0.90905 -1.13829 -3.66151  0.467
S1 2.87230 -2.05016 0.96151  -0.482
H6 -3.21543 0.85928 -4.20122  0.485
C6 4.66106 -4.47448 4.41247  -0.463
Ca1 0.65806 -0.31098 1.61388  1.908
C7 0.43458 0.93131 -3.35335  0.733
C8 -1.95362 0.03662 -7.53341  -0.920
C9 5.44483 -3.60405 3.66614  -0.497
H7 -1.73621 2.76229 5.66873  0.297
C10 3.53576 -2.97165 2.30589  0.427
O2 -1.03680 0.09727 -0.01233  -0.467
C11 2.75709 -3.84605 3.07425  -0.341
C12 -2.66537 0.84359 -8.39900  -0.465
C13 -2.21132 2.83421 -7.07887  -0.979
H8 -3.22513 4.77937 -2.47621  0.379
H9 -2.31482 3.89788 -6.90728  0.429
H10 3.63529 -1.81139 5.79229  0.210
C14 -3.01959 1.52003 -3.36457  -0.269
C15 4.89251 -2.86493 2.63157  -0.402
C16 2.67781 -1.38507 5.50096  -0.646
H11 -2.23972 -0.03913 -2.09553  0.402
H12 -0.71958 3.14253 -4.57839  0.256
C17 -2.21804 1.84436 -1.10689  0.702
C18 -0.27111 1.93588 6.98602  -0.722
H13 -2.54688 -3.81720 -0.20772  0.388
C19 0.87657 1.14451 7.05165  -0.504
H14 5.50704 -2.18420 2.05618  0.352
C20 1.16554 1.76798 -1.24505  -0.633
H15 1.95424 -1.37536 -1.40769  0.428
C21 0.89900 0.82509 4.62004  0.703
H16 -2.27998 3.84440 -0.37410  0.462
H17 -0.30298 -4.15855 -0.56480  0.223
N3 -1.52314 2.05745 1.15100  -0.840
O3 -0.59073 -2.28910 1.93999  -0.775
H18 -3.69243 3.28310 -4.39300  0.501
H19 1.36336 0.93827 7.99811  0.413
H20 -3.36268 2.82065 -8.87357  0.374
C22 -2.49459 3.20374 -1.21849  -0.216
C23 -1.49397 2.01472 -6.21376  0.723
O4 1.48747 0.37692 3.56138  -1.260
N4 1.63288 0.58227 -0.86698  -0.372
C24 -0.30864 1.06113 -4.61224  -0.048
H21 6.49897 -3.49297 3.89365  0.330
C25 -2.48933 1.01018 -2.18876  -0.524
C26 -3.28244 2.88015 -3.47421  -0.607
H22 1.87149 -2.02200 5.88199  0.258
H23 -2.59218 -2.06677 0.16010  0.090
C27 1.55867 -0.42192 -1.73902  0.062
H24 -0.70082 2.36268 7.88294  0.364
H25 5.09392 -5.04646 5.22379  0.344
C28 -0.99850 1.95444 3.35240  -0.486
N5 -0.01220 -3.69952 0.28024  -0.247
H26 0.96878 -3.39020 0.36341  0.026
C29 3.31058 -4.58510 4.10848  -0.583
C30 1.44647 0.59928 5.92324  0.247
H27 1.69653 -3.92708 2.86764  0.192
N6 -0.73123 1.53166 2.17640  0.201
H28 -1.83872 2.64566 3.46397  0.261
H29 2.67599 -5.24608 4.68791  0.357
C31 -2.35335 -3.05897 0.54957  -1.044
C32 -1.35978 0.63390 -6.42212  0.596
H30 -3.13958 0.40810 -9.26904  0.378
C33 -0.91544 -3.00006 0.98384  0.998
H31 2.61240 -1.32049 4.41984  0.321
C34 0.98222 -0.29243 -2.99306  -0.849
C35 -3.01950 3.71817 -2.39711  -0.814

Forces on atoms 1 to 6 (eV/Å):
C 0.0182 -0.0290 0.0132
H -0.0081 -0.0002 -0.0177
H 0.0315 -0.0071 -0.0271
N 0.0202 -0.0224 -0.0329
C 0.1184 -0.0067 -0.0450
C -0.0203 -0.0012 -0.0219

---

3.
The following is a quantum chemistry calculation of a molecular structure, C35H31Cl3N3O8Ta in a non-equilibrium geometry, from the Open Molecules 2025 dataset.

The calculated total energy is -3556.31898 hartree. The multiplicity is 1. The HOMO-LUMO gap comes out at 5.907 eV.

Each line ends with the Mulliken charge.
Atoms and positions in Å:
Cl1 -5.98420 -4.42357 0.80600  -0.247
C1 1.49859 -0.01251 1.79632  0.185
O1 -2.64623 5.22847 4.63505  -0.689
C2 2.82842 -1.92581 2.47248  -1.282
C3 -0.27087 3.08319 0.57158  -0.436
C4 -3.11020 1.87246 3.42752  -1.083
O2 0.67895 0.54781 0.92853  1.772
C5 -1.19571 1.10170 -3.68625  -1.420
C6 -2.75603 1.10076 2.33470  -0.419
H1 -0.47042 -1.98927 2.87450  0.677
H2 -3.84782 1.53401 4.14298  0.510
H3 1.90884 2.13329 -0.91454  0.442
C7 4.09213 -0.79421 -2.14478  0.766
C8 -3.33670 -3.65444 2.23676  -0.924
C9 2.72428 -0.79063 -2.39551  0.015
H4 0.32245 -2.01571 -3.61038  0.183
C10 -3.00388 -1.33229 -0.65514  -0.503
C11 -0.00124 0.14588 -3.53806  1.452
Ta1 -0.57202 0.39367 -0.43713  -0.165
C12 -1.58379 3.54113 2.67287  -1.000
O3 -0.43115 2.40446 -0.55816  -0.788
Cl2 4.40387 -1.94285 4.65152  -0.207
C13 -5.07955 -2.55621 -0.88305  -0.486
H5 3.16318 -2.94109 2.29875  0.472
H6 1.89764 -3.08372 0.32278  0.326
H7 -1.31790 -1.52961 -3.17681  -0.032
C14 1.91215 -1.34237 1.58735  1.311
H8 5.28106 2.84037 -0.56374  0.483
C15 -2.95788 4.04405 4.81085  0.409
C16 4.64510 0.21537 -1.36659  -0.761
C17 4.95764 -1.87166 -2.74216  -1.802
O4 0.57304 3.92446 0.74038  -0.646
H9 4.85863 1.94626 0.89286  0.355
C18 -1.37668 -2.28971 2.36034  -0.354
H10 -1.13596 4.52258 2.74528  0.631
H11 5.86264 -2.03107 -2.15740  0.411
H12 0.55118 0.82739 -5.50280  0.512
O5 -3.07047 2.07687 -1.21757  -0.467
C19 -4.84534 -3.23651 0.27733  0.719
H13 -2.04261 0.78560 -3.08271  0.056
C20 1.41479 -2.10707 0.47030  -0.312
O6 0.50772 -1.79985 -0.29889  -0.433
N1 -1.83188 1.49070 1.45643  0.311
H14 2.29284 -1.61604 -2.94569  0.252
O7 -2.07143 -0.47768 -1.05893  0.272
H15 -1.88316 -3.82084 3.79239  0.445
H16 5.25864 -1.58712 -3.75298  0.318
H17 3.71046 3.10285 0.21183  0.336
C21 -1.26364 2.69575 1.62902  1.056
C22 4.45889 2.35187 -0.03895  -1.970
C23 2.86051 0.09929 3.77210  -0.777
C24 -4.15443 -1.60933 -1.35441  0.942
C25 2.51031 1.28086 -1.20299  -0.015
H18 -2.47489 2.80826 -1.41304  0.234
C26 1.98562 0.69895 2.88992  -0.798
H19 -0.89434 2.10636 -3.38206  0.179
N2 0.50521 0.27019 -2.13124  1.336
H20 1.55299 1.49498 -4.20791  0.364
C27 -2.17835 -3.31991 2.88162  -1.291
C28 1.91535 0.24714 -1.93293  -0.644
C29 1.05111 0.59433 -4.56341  -1.709
C30 3.86081 1.25742 -0.88146  0.809
C31 -2.51855 3.11433 3.60906  0.206
C32 -3.68098 -2.98497 1.04469  -0.217
H21 5.70716 0.19186 -1.14555  0.431
N3 -1.66685 -1.64226 1.25791  0.471
H22 1.80026 -0.16856 -4.76331  0.324
O8 -3.52676 3.42562 5.72010  -0.704
H23 1.67218 1.72671 3.02793  0.521
C33 -2.78133 -2.00144 0.57686  -0.147
H24 -5.97538 -2.74745 -1.45602  0.505
Cl3 -4.46208 -0.79481 -2.83655  -0.215
H25 -3.21984 0.13836 2.15297  0.498
H26 4.41751 -2.81571 -2.81932  0.381
H27 -3.77621 2.44069 -0.67168  0.284
H28 -1.52521 1.13439 -4.72467  0.555
H29 -0.76993 -1.39722 -4.85523  0.453
C34 3.28319 -1.21405 3.55634  -0.101
H30 -3.99338 -4.42549 2.61457  0.467
H31 3.22537 0.64423 4.63156  0.510
C35 -0.46545 -1.29194 -3.81234  -1.101

Forces on atoms 1 to 6 (eV/Å):
Cl -0.0227 -0.0227 0.0330
C 0.4693 -0.7473 0.3577
O -0.0764 0.0370 0.1427
C -0.1374 -0.0635 -0.2017
C -0.1019 0.5403 0.8207
C 0.0505 -0.0226 -0.1342